No. 1
C3H4N2OS in the gas phase in a non-equilibrium geometry, computed with ωB97M-V/def2-TZVPD.

Element x y z (Å)
1 C 0.90633 0.16398 0.79396
2 C -0.13614 0.96040 0.59554
3 C -0.22587 -0.48410 -1.09316
4 N 1.25680 -0.47169 -0.39272
5 N -0.32273 0.92661 -0.88385
6 O 2.17658 2.08711 -0.90708
7 S 1.37994 1.00534 -1.50643
8 H 1.19582 -0.21773 1.75592
9 H -0.79060 1.75115 1.13291
10 H -0.00379 -0.60759 -2.18454
11 H -0.99451 -1.03816 -0.49720

Forces on atoms 1 to 6 (eV/Å):
-1.784 -0.109 2.572
-1.171 2.756 -0.452
2.236 -0.116 0.205
-0.132 -1.332 -2.497
-1.101 1.943 0.260
-0.978 -1.283 -0.683

Values from the calculation:
LUMO = 0.13 eV
Kohn-Sham gap = 9.49 eV
2S+1 = 1
HOMO = -9.4 eV
total charge = 0
energy above the lowest of the compared OMol25 structures with the same formula, charge and spin = 4.905 eV

=====

No. 2
C3H4N2OS in the gas phase in a non-equilibrium geometry, computed with ωB97M-V/def2-TZVPD.

Element x y z (Å)
1 C -0.36985 -1.34572 0.33024
2 C 1.85937 0.50634 0.13639
3 C -1.73433 0.83505 -0.42373
4 N 0.77357 -1.49796 -0.15507
5 N 1.74326 -0.70339 -0.38058
6 O 2.66987 1.36561 -0.04396
7 S -1.04355 0.26289 0.95784
8 H -1.05292 -2.16533 0.43186
9 H 0.99817 0.67903 0.91840
10 H -1.89255 0.18378 -1.26372
11 H -1.95103 1.87968 -0.50768

Forces on atoms 1 to 6 (eV/Å):
-1.454 0.293 0.831
-0.625 1.179 1.184
0.305 -0.283 0.483
0.606 0.122 -0.066
0.968 -1.299 -1.385
0.149 0.159 -0.056

Values from the calculation:
LUMO (spin up / spin down) = -1.38 / -2.37 eV
Kohn-Sham gap (spin up / spin down) = 7.54 / 5.83 eV
2S+1 = 1
HOMO (spin up / spin down) = -8.9 / -8.2 eV
total charge = 0
energy above the lowest of the compared OMol25 structures with the same formula, charge and spin = 5.567 eV

=====

No. 3
C3H4N2OS in the gas phase in a non-equilibrium geometry, computed with ωB97M-V/def2-TZVPD.

Element x y z (Å)
1 H -0.48317 0.22587 -3.49023
2 N -0.61110 -0.29898 -2.62282
3 C -0.03473 0.12078 -1.58151
4 S 1.16057 1.41468 -1.19082
5 C 1.12140 1.04060 0.51680
6 C 0.24852 0.07371 0.77033
7 N -0.48561 -0.33694 -0.36493
8 O -1.14663 -1.46455 0.02120
9 H 1.92107 1.52385 1.13860
10 H -0.12631 -0.43981 1.74367
11 H -1.98514 -1.48538 -0.57077

Forces on atoms 1 to 6 (eV/Å):
0.443 -0.298 0.471
-0.225 0.253 -1.144
-0.920 -0.112 0.099
-0.372 -0.427 -0.539
1.595 0.589 0.554
-1.362 -0.552 1.197

Values from the calculation:
LUMO = 0.78 eV
Kohn-Sham gap = 8.78 eV
2S+1 = 1
HOMO = -8.0 eV
total charge = 0
SMILES = [H]/N=c1\sccn1O
energy above the lowest of the compared OMol25 structures with the same formula, charge and spin = 3.186 eV

=====

No. 4
C3H4N2OS in the gas phase in a non-equilibrium geometry, computed with ωB97M-V/def2-TZVPD.

Element x y z (Å)
1 C -0.28318 0.70276 -0.94033
2 C -0.46339 1.32147 0.24262
3 C -0.36103 -0.84484 0.56790
4 N -0.18945 -0.71035 -0.73805
5 N -0.39631 0.36835 1.19546
6 O 1.96429 -1.97931 -0.40096
7 S 1.38687 -1.27495 -1.60720
8 H -0.35629 1.18104 -1.93479
9 H -0.60139 2.42369 0.29956
10 H -0.22509 -1.86116 1.08202
11 H -0.47504 0.67330 2.23378

Forces on atoms 1 to 6 (eV/Å):
-0.990 0.041 -1.026
0.388 1.649 -1.982
1.013 -2.849 1.848
-2.804 2.574 0.053
-0.778 1.343 3.845
-0.074 0.232 -0.887

Values from the calculation:
LUMO (spin up / spin down) = 0.69 / -0.28 eV
Kohn-Sham gap (spin up / spin down) = 6.40 / 9.02 eV
2S+1 = 3
HOMO (spin up / spin down) = -5.7 / -9.3 eV
total charge = 0
energy above the lowest of the compared OMol25 structures with the same formula, charge and spin = 0.517 eV